[1]
{"formula": "C12H27FN2O4S2", "method": "wB97M-V/def2-TZVPD", "smiles": "CCCCNN(S)S(=O)(=O)F.C1CCOC1.C1CCOC1", "homo_ev": -9.41, "lumo_energy_ev": 0.55, "symbols": ["C", "C", "C", "C", "N", "N", "S", "S", "O", "O", "F", "H", "H", "H", "H", "H", "H", "H", "H", "H", "H", "H", "C", "C", "C", "O", "C", "H", "H", "H", "H", "H", "H", "H", "H", "C", "C", "C", "O", "C", "H", "H", "H", "H", "H", "H", "H", "H"], "positions_angstrom": [[-2.795047, 1.979138, -3.099892], [-3.009197, 0.722320, -3.947636], [-3.055091, -0.596608, -3.166114], [-2.016793, -0.833808, -2.071003], [-0.777321, -1.505148, -2.555071], [0.372588, -0.618216, -2.392279], [0.480969, 0.555187, -3.642190], [1.779235, -1.530305, -2.187470], [2.821176, -1.184924, -3.099678], [1.413531, -2.885318, -1.926709], [2.178225, -0.927472, -0.793757], [-2.681393, 2.844120, -3.761374], [-3.667528, 2.186240, -2.473186], [-1.897897, 1.937022, -2.481650], [-2.265527, 0.688242, -4.747805], [-3.979373, 0.839758, -4.443240], [-2.936495, -1.427688, -3.871170], [-4.054405, -0.714850, -2.734430], [-2.461760, -1.527073, -1.348721], [-1.772294, 0.067980, -1.500079], [-0.607694, -2.263499, -1.905076], [0.266876, -0.285340, -4.672526], [2.429407, -1.341363, 2.424557], [3.308515, -1.242922, 3.669626], [2.275699, -0.944891, 4.749590], [1.070390, -1.592036, 4.340131], [1.186717, -2.022158, 2.984024], [2.881807, -1.902680, 1.609192], [2.187303, -0.341713, 2.056801], [3.794655, -2.201348, 3.862861], [4.080339, -0.477603, 3.602852], [2.088953, 0.131898, 4.831548], [2.562088, -1.320341, 5.732477], [1.293053, -3.112189, 2.965669], [0.272644, -1.759285, 2.450470], [0.864802, 2.224824, 1.605916], [0.013648, 1.110111, 2.212624], [-1.330662, 1.342434, 1.536069], [-1.040340, 1.883946, 0.245871], [0.335721, 2.265699, 0.179697], [1.936511, 2.035032, 1.650654], [0.664683, 3.170687, 2.113721], [0.414386, 0.137130, 1.925432], [-0.049003, 1.144249, 3.299265], [-1.937062, 2.063634, 2.094132], [-1.911474, 0.426820, 1.413401], [0.864073, 1.548489, -0.459403], [0.408364, 3.253820, -0.276123]], "forces_ev_per_angstrom": [[-0.0900, 0.1527, -0.2961], [-0.1385, 0.2723, 0.1334], [0.1339, -0.1509, -0.3025], [-0.1333, -0.0656, 0.3076], [-0.5257, 0.4087, 0.1923], [0.5564, -0.3736, -0.5422], [-0.1817, 0.0404, 0.2478], [0.1288, -0.1484, -0.2763], [-0.7273, -0.1352, 0.7664], [0.2375, 0.4885, 0.0172], [0.1899, -0.0427, -0.1724], [-0.0099, -0.0543, 0.0558], [0.1595, -0.1166, 0.1307], [-0.1436, -0.0302, 0.0544], [0.0413, -0.0837, 0.1352], [0.1252, -0.1165, -0.1146], [-0.1541, 0.0530, 0.0325], [0.1179, 0.1028, 0.1255], [0.0271, 0.0385, -0.0543], [0.0447, -0.0316, -0.1257], [0.2255, -0.0958, -0.1552], [0.1196, -0.0399, -0.0624], [0.0802, -0.0359, 0.0079], [-0.0042, -0.0595, 0.0100], [0.0075, 0.0494, -0.0347], [-0.0495, 0.0413, -0.0068], [0.1411, -0.1304, 0.0354], [0.0176, -0.0188, 0.0153], [0.1540, -0.1156, 0.0229], [-0.0013, 0.0044, 0.0134], [-0.0114, 0.0171, -0.0106], [0.0310, 0.0108, 0.0062], [-0.0282, -0.0099, 0.0066], [0.0043, 0.0064, -0.0410], [-0.0390, -0.0578, 0.0263], [-0.1326, 0.0186, 0.0636], [-0.0294, 0.0085, -0.0851], [0.0081, 0.0963, 0.0761], [-0.0134, -0.0150, -0.0458], [0.0624, -0.0620, -0.1295], [0.0187, -0.0249, -0.0080], [0.0117, 0.0048, -0.0081], [-0.2136, 0.2342, -0.0211], [0.0039, -0.0314, 0.0148], [-0.0106, -0.0209, 0.0115], [-0.0107, -0.0073, -0.0246], [0.0454, 0.0233, 0.0226], [-0.0451, 0.0026, -0.0145]]}

---

[2]
{"formula": "C2H9NO3", "method": "wB97M-V/def2-TZVPD", "smiles": "CC(N)=O.O.O", "homo_ev": -10.10, "de_lowest_ev": 0.433, "lumo_energy_ev": 0.72, "symbols": ["C", "C", "N", "O", "H", "H", "H", "H", "H", "O", "H", "H", "O", "H", "H"], "positions_angstrom": [[0.465366, -1.795870, -1.922816], [0.533660, -1.072575, -0.606499], [1.138415, -1.782704, 0.384061], [0.069619, 0.025772, -0.395238], [-0.580166, -1.989146, -2.182958], [0.981807, -2.757878, -1.908720], [0.875265, -1.216129, -2.735583], [1.258622, -1.386452, 1.315458], [1.593722, -2.654816, 0.193207], [-0.726337, 1.721863, 2.713522], [-1.099297, 2.567389, 2.410532], [0.210418, 1.833927, 2.518365], [-1.764656, 3.017024, 0.349359], [-1.302426, 3.428186, -0.389287], [-1.654006, 2.061416, 0.256597]], "forces_ev_per_angstrom": [[-0.3467, -0.5250, -0.3410], [0.1935, -0.2281, 0.5008], [0.3249, -0.0564, 0.6115], [-0.2256, 0.4264, -0.3045], [0.0890, 0.0905, 0.1613], [-0.0306, 0.0879, 0.0742], [0.1692, 0.3961, -0.0694], [-0.2205, -0.0510, -0.6317], [-0.0183, -0.0402, -0.0117], [0.0686, 0.4776, 0.0614], [-0.0386, -0.3821, -0.0309], [-0.0384, -0.1670, -0.0160], [-0.1078, 0.1409, 0.0393], [-0.0370, -0.2533, 0.0650], [0.2183, 0.0837, -0.1083]]}

---

[3]
{"formula": "C3H7NS", "method": "wB97M-V/def2-TZVPD", "smiles": "C/C=C/SN", "homo_ev": -8.05, "de_lowest_ev": 0.683, "lumo_energy_ev": 0.78, "symbols": ["C", "C", "C", "S", "N", "H", "H", "H", "H", "H", "H", "H"], "positions_angstrom": [[-2.240470, 0.201655, 0.002415], [-0.857695, 0.763167, -0.004475], [0.237990, 0.021259, 0.009850], [1.873950, 0.666185, 0.000640], [2.716656, -0.830792, -0.002103], [-2.781167, 0.523067, -0.887667], [-2.219520, -0.884934, 0.027689], [-2.790233, 0.564005, 0.870792], [-0.778692, 1.841459, -0.022577], [0.236213, -1.057005, 0.028465], [3.287435, -0.910832, -0.836776], [3.315535, -0.897234, 0.813742]], "forces_ev_per_angstrom": [[0.0481, 0.0725, -0.0017], [0.0159, -0.1411, 0.0055], [0.1407, 0.3166, -0.0047], [0.0566, -0.2945, 0.0041], [0.2387, 0.2515, -0.0107], [-0.1207, -0.0289, -0.0330], [-0.0534, -0.0851, 0.0013], [-0.1203, -0.0280, 0.0366], [0.0761, 0.1884, -0.0088], [-0.1149, -0.2145, 0.0038], [-0.0799, -0.0167, 0.1037], [-0.0869, -0.0203, -0.0962]]}

---

[4]
{"formula": "C14H24ClN2O2", "method": "wB97M-V/def2-TZVPD", "smiles": "CCOc1ccc(Cl)cc1C[NH2+]CCNC[C@@H](C)O", "homo_ev": -11.54, "de_lowest_ev": 0.000, "lumo_energy_ev": -2.20, "charge": 1, "symbols": ["C", "C", "O", "C", "C", "C", "C", "Cl", "C", "C", "C", "N", "C", "C", "N", "C", "C", "C", "O", "H", "H", "H", "H", "H", "H", "H", "H", "H", "H", "H", "H", "H", "H", "H", "H", "H", "H", "H", "H", "H", "H", "H", "H"], "positions_angstrom": [[-3.350509, 2.064425, 1.800099], [-2.642501, 1.070182, 2.711330], [-1.701408, 0.260146, 2.009796], [-0.438058, 0.731946, 1.757398], [0.016924, 2.010706, 2.050213], [1.310921, 2.383863, 1.731255], [2.162141, 1.483579, 1.111362], [3.767523, 1.950314, 0.691860], [1.721663, 0.199380, 0.824027], [0.433345, -0.185395, 1.147383], [-0.051867, -1.581659, 0.867194], [-1.270602, -1.529675, 0.024653], [-1.892704, -2.831280, -0.280851], [-1.164500, -3.441897, -1.493282], [-1.076312, -2.406455, -2.501567], [0.234991, -2.012793, -2.985247], [0.281056, -0.485037, -3.157394], [-0.641208, 0.005201, -4.267191], [-0.093135, 0.068965, -1.895188], [-2.644564, 2.750214, 1.338542], [-4.062538, 2.639307, 2.384081], [-3.891520, 1.543037, 1.013674], [-3.362651, 0.354337, 3.116731], [-2.153181, 1.575386, 3.548038], [-0.622532, 2.731759, 2.531485], [1.654011, 3.378740, 1.964034], [2.392997, -0.500921, 0.354451], [0.722314, -2.153511, 0.358250], [-0.308262, -2.079905, 1.806886], [-1.012067, -1.085766, -0.901643], [-1.909076, -0.899982, 0.534635], [-1.847427, -3.488873, 0.587373], [-2.937472, -2.660548, -0.543386], [-0.167848, -3.776509, -1.195177], [-1.717304, -4.321979, -1.831096], [-1.717436, -2.557687, -3.266819], [0.986267, -2.291456, -2.242914], [0.509961, -2.484952, -3.935144], [1.315797, -0.194241, -3.384957], [-1.676428, -0.229670, -4.032498], [-0.547992, 1.082293, -4.389624], [-0.374753, -0.465869, -5.208275], [-0.140504, 1.026397, -1.985202]], "forces_ev_per_angstrom": [[0.2926, -0.2762, 0.1214], [-0.5046, 0.3143, 0.1253], [0.3360, -0.1581, -0.1021], [0.3583, -0.0526, -0.1308], [-0.3056, -0.1105, 0.0591], [0.1916, -0.1552, -0.1227], [-0.2289, -0.0695, 0.0803], [0.1226, 0.0360, -0.0285], [-0.0356, 0.1891, 0.1271], [-0.2652, 0.0985, 0.1343], [0.4118, 0.1791, 0.4038], [-0.1229, 0.2612, -0.1876], [-0.0547, -0.6763, -0.2356], [-0.2072, 0.1783, 0.3216], [-0.0569, -0.2664, -0.4451], [0.1239, 0.6118, -0.0578], [0.1126, -0.3291, -0.5176], [0.2124, -0.0924, 0.3187], [0.1149, 0.1244, -0.0675], [0.0179, 0.0936, -0.0389], [-0.0979, 0.0902, 0.0429], [-0.0622, -0.0297, -0.0614], [0.1329, 0.1353, 0.0266], [0.0203, -0.1173, -0.0371], [-0.0987, 0.0653, 0.0364], [0.0577, 0.1023, 0.0139], [0.1012, -0.0993, -0.0963], [-0.0932, -0.0461, -0.0288], [-0.0575, -0.0605, -0.1683], [-0.3412, 0.0437, 0.4971], [0.0588, -0.1581, -0.2410], [-0.0338, 0.1183, 0.0793], [0.0709, 0.0799, 0.0666], [-0.0266, -0.0220, -0.0653], [0.0692, 0.0448, 0.0525], [-0.0147, -0.0409, 0.0861], [-0.0030, -0.0501, -0.0171], [0.0260, 0.0039, 0.0937], [-0.1095, -0.0696, 0.0320], [-0.1231, -0.0054, 0.0194], [-0.0332, 0.0938, -0.0483], [0.0380, -0.0164, -0.1694], [0.0065, 0.0381, 0.1289]]}

---

[5]
{"formula": "CH8NS", "method": "wB97M-V/def2-TZVPD", "homo_ev": -14.07, "de_lowest_ev": 0.041, "lumo_energy_ev": -3.97, "charge": 1, "symbols": ["N", "H", "H", "H", "H", "C", "S", "H", "H", "H", "H"], "positions_angstrom": [[-1.456971, -0.364448, -0.919522], [-0.705778, -0.870517, -0.314956], [-2.167379, 0.045302, -0.316395], [-1.014563, 0.375087, -1.458717], [-1.904980, -1.013286, -1.566797], [1.072385, 0.726095, 0.991934], [1.082664, -1.094926, 0.749992], [0.298928, 0.948895, 1.723221], [2.045072, 1.031859, 1.363507], [0.877970, 1.282107, 0.076769], [1.872651, -1.066168, -0.329036]], "forces_ev_per_angstrom": [[0.0864, -0.4261, 0.2330], [-0.1634, 0.3931, -0.3865], [-0.0964, 0.0308, 0.0617], [0.1025, 0.0953, -0.0440], [-0.0024, -0.0848, 0.0330], [0.1457, -0.2192, 0.0531], [-0.1578, 0.4426, -0.0517], [0.0999, 0.0174, 0.0880], [-0.0580, 0.0458, 0.1503], [-0.0623, -0.1354, -0.0778], [0.1058, -0.1593, -0.0592]]}

---

[6]
{"formula": "C2H5N2", "method": "wB97M-V/def2-TZVPD", "homo_ev": [-15.52, -16.15], "de_lowest_ev": 3.766, "lumo_energy_ev": [-7.88, -7.29], "charge": 1, "symbols": ["C", "C", "N", "N", "H", "H", "H", "H", "H"], "positions_angstrom": [[1.741020, 0.040008, 0.458601], [-1.837521, 0.245535, -0.940724], [-0.649096, 0.456938, -0.948685], [0.632736, -0.412211, 0.722893], [2.018956, 0.715375, -0.282525], [2.527447, -0.331967, 1.162823], [-2.391630, -0.366286, -0.111264], [-2.589067, 0.589641, -1.716062], [0.547155, -0.937033, 1.654943]], "forces_ev_per_angstrom": [[2.6933, -1.1765, 2.4084], [-3.2002, -1.4833, 1.4354], [1.8171, -0.0807, 0.6369], [-3.2199, -0.3954, 0.6108], [0.0155, 0.9299, -1.6265], [-0.0705, 0.6848, -0.7078], [1.1113, 0.9351, -1.2077], [1.1878, 0.0163, 0.3520], [-0.3343, 0.5698, -1.9016]]}